# 1
Density functional theory data (ωB97M-V/def2-TZVPD) for a 9-piece molecular cluster, C27H63N9O9 overall at a distorted geometry.

Element x y z (Å)
C: 5.133 -3.955 -3.895
N: 3.679 -3.970 -3.837
C: 2.999 -4.499 -4.979
C: 2.949 -3.692 -2.708
O: 3.445 -3.468 -1.618
H: 5.535 -4.968 -3.918
H: 5.578 -3.387 -3.078
H: 5.482 -3.354 -4.734
H: 3.176 -3.813 -5.806
H: 3.369 -5.471 -5.304
H: 1.942 -4.513 -4.713
H: 1.871 -3.663 -2.932
C: 2.038 0.665 -0.641
N: 0.871 -0.216 -0.964
C: 0.995 -1.479 -0.342
C: -0.026 0.239 -1.883
O: -0.864 -0.430 -2.479
H: 2.873 -0.036 -0.653
H: 2.014 1.057 0.376
H: 2.171 1.521 -1.302
H: 0.119 -2.124 -0.273
H: 1.806 -2.021 -0.829
H: 1.297 -1.396 0.702
H: 0.017 1.317 -2.104
C: 0.074 6.483 2.094
N: -0.074 5.063 2.494
C: 0.703 4.101 1.642
C: -0.723 4.759 3.589
O: -0.786 3.676 4.165
H: -0.694 7.087 2.578
H: -0.070 6.667 1.029
H: 1.065 6.812 2.405
H: 0.419 4.110 0.589
H: 1.772 4.314 1.670
H: 0.623 3.074 1.998
H: -1.251 5.619 4.029
C: -3.607 2.123 -0.911
N: -3.088 3.299 -0.189
C: -3.798 3.644 1.116
C: -2.026 3.988 -0.673
O: -1.286 3.635 -1.602
H: -4.629 2.392 -1.177
H: -3.654 1.235 -0.281
H: -2.969 2.001 -1.786
H: -4.868 3.447 1.044
H: -3.396 3.166 2.009
H: -3.640 4.691 1.371
H: -1.911 4.875 -0.032
C: 2.410 -3.682 1.784
N: 1.420 -4.797 1.972
C: 1.118 -5.124 3.343
C: 0.998 -5.481 0.893
O: 0.312 -6.479 1.064
H: 3.411 -3.912 2.147
H: 2.041 -2.818 2.335
H: 2.646 -3.454 0.744
H: 0.359 -5.853 3.628
H: 2.074 -5.424 3.774
H: 0.919 -4.201 3.887
H: 1.319 -5.060 -0.072
C: -3.623 -3.017 -1.426
N: -4.488 -2.271 -2.308
C: -4.180 -0.843 -2.461
C: -5.412 -2.919 -3.030
O: -6.075 -2.424 -3.938
H: -3.726 -2.879 -0.349
H: -2.606 -2.680 -1.627
H: -3.475 -4.065 -1.685
H: -4.447 -0.257 -1.581
H: -3.093 -0.765 -2.453
H: -4.610 -0.340 -3.327
H: -5.487 -3.962 -2.685
C: 0.843 0.759 6.141
N: 1.630 0.105 5.085
C: 2.284 -1.148 5.473
C: 1.648 0.540 3.800
O: 2.315 0.021 2.886
H: 0.689 1.801 5.863
H: 1.288 0.750 7.136
H: -0.127 0.267 6.208
H: 3.343 -1.075 5.225
H: 2.157 -1.265 6.549
H: 2.018 -2.120 5.059
H: 0.987 1.417 3.726
C: -1.771 -1.661 3.144
N: -1.708 -0.228 3.024
C: -1.040 0.294 1.822
C: -2.088 0.622 4.017
O: -2.607 0.282 5.088
H: -0.852 -2.157 2.831
H: -2.546 -2.091 2.509
H: -1.861 -2.088 4.142
H: -1.528 0.109 0.865
H: -0.955 1.374 1.938
H: 0.006 -0.006 1.888
H: -1.734 1.648 3.836
C: -0.107 2.356 -5.230
N: 0.933 3.240 -5.717
C: 1.722 3.864 -4.649
C: 1.162 3.370 -7.043
O: 0.526 2.798 -7.937
H: -0.627 2.875 -4.424
H: 0.433 1.488 -4.853
H: -0.780 2.018 -6.018
H: 2.314 3.097 -4.150
H: 2.428 4.628 -4.975
H: 1.061 4.279 -3.887
H: 2.083 3.934 -7.254

Calculated values
strongest force on any atom	3.64	eV Å⁻¹
energy above the lowest of the compared OMol25 structures with the same formula, charge and spin	682.8	kJ/mol
orbital gap	0.336	hartree
net charge	0
highest occupied orbital energy	-8.95	eV

Atomic partial charges in e from the Mulliken method, atoms 1 to 4: -0.9596 0.1512 -0.9122 0.3493

# 2
Density functional theory data (ωB97M-V/def2-TZVPD) for a 11-piece molecular cluster, C27H64Cl12O15S5 overall at a distorted geometry.

Element x y z (Å)
C: -2.631 -5.279 4.391
C: -3.075 -4.274 3.301
O: -2.687 -4.760 2.066
S: -1.211 -4.292 1.359
C: -0.090 -5.353 2.389
O: -1.125 -4.862 0.003
O: -0.959 -2.915 1.717
H: -3.212 -5.134 5.301
H: -1.599 -5.073 4.673
H: -2.688 -6.316 4.059
H: -4.163 -4.290 3.248
H: -3.051 -3.233 3.623
H: 0.844 -5.474 1.841
H: -0.667 -6.270 2.510
H: 0.226 -4.755 3.244
C: 1.047 3.822 -5.432
C: 0.314 2.563 -5.788
O: -1.076 2.499 -5.553
S: -1.709 2.610 -4.041
C: -1.977 4.464 -4.202
O: -3.056 1.990 -4.017
O: -0.675 2.169 -3.070
H: 2.005 3.992 -5.923
H: 1.335 3.762 -4.382
H: 0.504 4.732 -5.686
H: 0.464 2.459 -6.863
H: 0.725 1.709 -5.250
H: -2.837 4.704 -3.577
H: -2.203 4.538 -5.265
H: -1.098 5.024 -3.883
C: -0.396 1.082 8.034
C: -0.388 0.899 6.504
O: -0.634 -0.524 6.366
S: -0.408 -1.230 4.857
C: -1.747 -0.305 3.866
O: 0.899 -0.795 4.339
O: -0.790 -2.655 5.040
H: 0.344 0.387 8.431
H: -1.320 0.855 8.566
H: -0.035 2.082 8.272
H: -1.222 1.420 6.035
H: 0.548 1.259 6.076
H: -1.408 0.731 3.834
H: -2.691 -0.380 4.405
H: -1.879 -0.794 2.901
C: -4.008 1.979 2.604
C: -4.658 3.168 1.957
O: -3.687 3.914 1.223
S: -4.227 4.394 -0.297
C: -3.938 2.759 -1.216
O: -5.673 4.702 -0.187
O: -3.286 5.399 -0.852
H: -4.630 1.701 3.455
H: -2.986 2.236 2.885
H: -3.889 1.189 1.862
H: -5.494 2.723 1.417
H: -5.142 3.763 2.731
H: -4.218 2.965 -2.249
H: -4.475 1.915 -0.781
H: -2.861 2.595 -1.186
C: 4.878 -4.264 -3.725
C: 3.591 -4.861 -3.169
O: 3.559 -4.576 -1.835
S: 2.170 -4.405 -0.983
C: 1.562 -6.211 -1.041
O: 2.552 -4.160 0.421
O: 1.289 -3.489 -1.732
H: 5.184 -3.284 -3.359
H: 4.810 -4.277 -4.813
H: 5.741 -4.878 -3.468
H: 2.715 -4.375 -3.598
H: 3.484 -5.944 -3.230
H: 0.642 -6.309 -0.464
H: 2.376 -6.791 -0.605
H: 1.425 -6.436 -2.098
Cl: 6.066 -0.695 -1.293
C: 5.723 -2.031 -0.204
C: 6.786 -2.111 0.942
Cl: 6.642 -0.652 2.012
H: 5.645 -2.947 -0.789
H: 4.744 -1.837 0.234
H: 7.805 -2.228 0.573
H: 6.626 -3.037 1.494
Cl: 2.685 -0.127 0.070
C: 0.967 -0.452 0.291
C: 0.209 0.875 -0.047
Cl: -1.506 0.694 0.291
H: 0.933 -0.684 1.355
H: 0.705 -1.347 -0.273
H: 0.237 1.041 -1.124
H: 0.493 1.762 0.519
Cl: 0.061 3.780 2.465
C: -0.155 5.528 2.722
C: -1.283 6.193 1.857
Cl: -1.094 7.965 1.755
H: 0.854 5.872 2.493
H: -0.374 5.706 3.774
H: -2.246 5.870 2.254
H: -1.238 5.739 0.867
Cl: 3.355 0.928 -4.126
C: 2.533 -0.470 -3.402
C: 1.961 -1.399 -4.532
Cl: 3.187 -2.062 -5.662
H: 1.709 -0.137 -2.769
H: 3.222 -0.966 -2.719
H: 1.300 -0.736 -5.090
H: 1.336 -2.217 -4.174
Cl: -4.501 -1.576 -0.515
C: -3.708 -1.642 -2.137
C: -2.343 -2.187 -1.834
Cl: -1.116 -1.441 -2.958
H: -3.599 -0.682 -2.642
H: -4.330 -2.347 -2.688
H: -2.256 -3.270 -1.738
H: -2.013 -1.803 -0.869
Cl: 0.266 4.830 -1.454
C: 1.862 4.686 -0.730
C: 2.940 4.436 -1.733
Cl: 3.232 5.850 -2.787
H: 1.807 3.980 0.100
H: 2.043 5.584 -0.140
H: 2.566 3.615 -2.345
H: 3.907 4.218 -1.280

Calculated values
strongest force on any atom	4.93	eV Å⁻¹
orbital gap	0.387	hartree
net charge	0
highest occupied orbital energy	-10.36	eV

Atomic partial charges in e from the Mulliken method, atoms 1 to 4: -1.0376 0.2461 -0.4307 1.2359

# 3
Density functional theory data (ωB97M-V/def2-TZVPD) for a 6-piece molecular cluster, C27H64F6N7O3P overall at a distorted geometry.

Element x y z (Å)
C: 4.079 -5.628 2.072
N: 3.521 -4.464 1.221
C: 3.955 -3.170 1.899
C: 4.109 -4.475 -0.163
C: 1.944 -4.668 1.304
C: 1.100 -3.490 0.794
O: 1.476 -3.132 -0.502
H: 5.098 -5.424 2.401
H: 4.088 -6.460 1.368
H: 3.512 -5.844 2.977
H: 5.044 -3.151 1.937
H: 3.697 -3.191 2.958
H: 3.680 -2.212 1.457
H: 3.921 -3.515 -0.645
H: 3.745 -5.426 -0.550
H: 5.168 -4.602 0.063
H: 1.667 -4.781 2.352
H: 1.799 -5.564 0.700
H: 1.227 -2.589 1.395
H: 0.041 -3.637 0.584
H: 1.067 -2.306 -0.773
C: -4.679 3.577 -1.213
N: -3.767 3.818 0.021
C: -4.344 2.974 1.199
C: -2.360 3.427 -0.364
C: -3.967 5.351 0.388
C: -3.026 5.909 1.478
O: -1.662 5.785 1.060
H: -4.762 2.545 -1.554
H: -4.400 4.155 -2.095
H: -5.727 3.825 -1.048
H: -3.894 1.982 1.162
H: -5.429 2.872 1.172
H: -4.105 3.444 2.153
H: -1.734 3.214 0.503
H: -2.071 4.210 -1.065
H: -2.543 2.592 -1.040
H: -5.020 5.553 0.584
H: -3.775 5.886 -0.543
H: -3.028 5.301 2.383
H: -3.265 6.885 1.902
H: -1.089 5.853 1.827
C: 0.886 1.508 -6.134
N: 0.607 1.221 -4.641
C: -0.911 0.889 -4.555
C: 1.598 0.071 -4.230
C: 0.876 2.506 -3.868
C: 0.179 3.866 -4.180
O: -1.150 3.644 -3.890
H: 1.956 1.638 -6.292
H: 0.407 2.433 -6.457
H: 0.557 0.678 -6.759
H: -1.286 -0.044 -4.977
H: -1.417 1.629 -5.175
H: -0.992 0.951 -3.470
H: 1.040 -0.694 -4.770
H: 1.447 -0.146 -3.173
H: 2.620 0.179 -4.593
H: 1.936 2.700 -4.036
H: 0.663 2.217 -2.839
H: 0.390 3.909 -5.249
H: 0.608 4.701 -3.628
H: -1.692 4.341 -4.267
C: 1.533 0.926 2.674
C: 3.086 0.671 2.785
N: 3.941 1.861 2.926
C: 3.709 3.170 3.436
C: 4.911 3.861 3.357
N: 5.854 3.000 2.880
C: 5.306 1.841 2.583
C: 7.296 3.347 2.880
H: 1.045 -0.035 2.509
H: 1.377 1.674 1.897
H: 1.000 1.309 3.544
H: 3.631 -0.038 2.162
H: 3.187 0.305 3.806
H: 2.768 3.370 3.927
H: 5.322 4.802 3.694
H: 5.790 0.879 2.490
H: 7.448 3.648 1.843
H: 7.840 2.491 3.280
H: 7.568 4.261 3.407
C: -3.535 -5.681 3.242
C: -3.317 -4.308 2.647
N: -3.680 -4.300 1.213
C: -3.637 -5.286 0.230
C: -4.076 -4.810 -1.032
N: -4.213 -3.448 -0.786
C: -4.022 -3.138 0.523
C: -4.569 -2.349 -1.685
H: -4.363 -6.243 2.810
H: -3.612 -5.533 4.319
H: -2.606 -6.245 3.160
H: -2.301 -3.945 2.805
H: -4.052 -3.673 3.142
H: -3.695 -6.258 0.697
H: -4.190 -5.283 -1.996
H: -4.064 -2.151 0.961
H: -3.642 -2.024 -2.158
H: -5.115 -1.609 -1.100
H: -5.214 -2.775 -2.454
P: -0.878 -0.237 -0.417
F: -1.452 -1.718 -0.068
F: -1.242 0.322 1.058
F: 0.598 -0.579 0.066
F: -0.376 1.224 -0.978
F: -0.621 -1.114 -1.775
F: -2.347 0.191 -1.077

Calculated values
strongest force on any atom	4.43	eV Å⁻¹
orbital gap (spin up / spin down)	0.253 / 0.097	hartree
net charge	+5
2S+1	2
highest occupied orbital energy (spin up / spin down)	-19.81 / -19.81	eV

Atomic partial charges in e from the Mulliken method, atoms 1 to 4: -0.8061 -0.0792 -1.3860 -0.7898

# 4
Density functional theory data (ωB97M-V/def2-TZVPD) for a 9-piece molecular cluster, C27H64N8O9Si overall at a distorted geometry.

Element x y z (Å)
C: -2.354 -0.070 -3.064
C: -1.754 -1.139 -2.462
C: -0.387 -1.130 -1.837
Si: 0.333 0.524 -1.268
O: 0.367 0.493 0.414
H: -2.643 -0.048 -4.110
H: -2.493 0.848 -2.502
H: -2.270 -2.102 -2.446
H: -0.358 -1.783 -0.958
H: 0.268 -1.538 -2.609
H: -0.503 1.700 -1.608
H: 1.660 0.718 -1.845
H: -0.558 0.493 0.690
C: 2.441 -1.683 1.387
N: 3.560 -1.748 2.314
C: 4.354 -0.555 2.545
C: 3.889 -2.872 2.969
O: 4.814 -2.974 3.757
H: 2.802 -1.399 0.396
H: 1.719 -0.942 1.720
H: 1.951 -2.653 1.321
H: 5.395 -0.734 2.275
H: 4.324 -0.277 3.600
H: 3.957 0.259 1.943
H: 3.227 -3.720 2.724
C: 4.691 3.972 -3.514
N: 4.483 2.569 -3.837
C: 5.222 1.965 -4.928
C: 3.614 1.811 -3.141
O: 3.401 0.629 -3.364
H: 4.438 4.597 -4.374
H: 5.738 4.140 -3.251
H: 4.066 4.260 -2.663
H: 4.536 1.579 -5.683
H: 5.823 1.131 -4.564
H: 5.874 2.710 -5.379
H: 3.101 2.367 -2.348
C: -0.779 -7.158 -1.396
N: -0.365 -5.772 -1.367
C: 0.301 -5.202 -2.533
C: -0.573 -4.985 -0.301
O: -0.241 -3.813 -0.244
H: 0.085 -7.808 -1.547
H: -1.488 -7.326 -2.210
H: -1.257 -7.422 -0.455
H: 1.290 -4.841 -2.255
H: -0.276 -4.356 -2.909
H: 0.397 -5.949 -3.310
H: -1.083 -5.498 0.532
C: -5.151 2.550 1.619
N: -4.532 1.371 1.046
C: -5.178 0.696 -0.072
C: -3.379 0.869 1.508
O: -2.824 -0.119 1.061
H: -6.144 2.310 2.004
H: -5.244 3.333 0.864
H: -4.543 2.926 2.440
H: -5.409 -0.335 0.195
H: -4.516 0.678 -0.937
H: -6.096 1.221 -0.325
H: -2.964 1.442 2.357
C: -3.241 -1.139 5.469
N: -4.348 -0.296 5.880
C: -4.517 0.026 7.288
C: -5.233 0.201 4.998
O: -6.178 0.912 5.283
H: -3.309 -2.116 5.950
H: -2.290 -0.680 5.744
H: -3.262 -1.279 4.389
H: -5.486 -0.325 7.642
H: -4.476 1.106 7.436
H: -3.726 -0.449 7.863
H: -5.020 -0.102 3.957
C: 1.939 5.850 1.988
N: 2.279 5.584 0.598
C: 2.523 6.686 -0.316
C: 2.373 4.332 0.135
O: 2.659 4.030 -1.015
H: 1.018 6.434 2.039
H: 2.746 6.411 2.464
H: 1.794 4.921 2.527
H: 1.819 6.650 -1.149
H: 3.532 6.624 -0.725
H: 2.406 7.626 0.217
H: 2.163 3.570 0.902
C: -2.486 3.575 5.117
N: -1.080 3.411 4.808
C: -0.485 2.084 4.873
C: -0.296 4.444 4.461
O: 0.891 4.348 4.204
H: -2.692 3.250 6.139
H: -3.099 2.983 4.435
H: -2.767 4.622 5.021
H: 0.327 2.070 5.599
H: -0.075 1.804 3.902
H: -1.246 1.366 5.165
H: -0.832 5.408 4.431
C: 1.415 -4.485 -8.499
N: 1.025 -5.039 -7.219
C: -0.379 -5.306 -6.955
C: 1.920 -5.315 -6.255
O: 1.637 -5.778 -5.166
H: 0.934 -3.518 -8.658
H: 1.126 -5.159 -9.308
H: 2.493 -4.347 -8.527
H: -0.717 -4.733 -6.092
H: -0.527 -6.365 -6.737
H: -0.968 -5.030 -7.826
H: 2.957 -5.076 -6.543

Calculated values
strongest force on any atom	1.82	eV Å⁻¹
energy above the lowest of the compared OMol25 structures with the same formula, charge and spin	214.4	kJ/mol
orbital gap	0.288	hartree
net charge	0
highest occupied orbital energy	-7.44	eV

Atomic partial charges in e from the Mulliken method, atoms 1 to 4: -1.0291 -0.1672 0.1869 0.4164